[1]
The following is a DFT calculation (ωB97M-V with the def2-TZVPD basis set) of 3 unconnected molecules or ions with the total composition C17H22BrIN4O2P.

The geometry in XYZ format:
```
48
Properties=species:S:1:pos:R:3:mulliken_charge:R:1
C 0.55 0.75 -0.45 0.185
C -0.06 0.26 -1.89 -0.373
Br -0.20 -1.76 -1.92 -0.110
C -1.42 1.03 -2.37 -0.709
P -2.84 1.04 -1.09 0.823
C -4.45 1.43 -2.08 -0.613
N -5.70 0.83 -1.48 -0.547
C -2.65 2.52 0.16 -0.449
C -2.06 3.88 -0.56 -0.088
O -2.81 4.43 -1.55 -0.451
I -0.18 4.87 -0.03 0.200
O -2.95 -0.39 -0.10 -0.329
C -3.56 -1.52 -0.81 0.291
N -3.80 -2.53 -1.61 -0.371
H 0.34 -0.07 0.39 0.037
H 1.74 0.74 -0.58 0.100
H 0.27 1.83 -0.13 -0.153
H 0.77 0.52 -2.71 0.436
H -1.85 0.52 -3.36 0.473
H -1.18 2.16 -2.62 0.417
H -4.59 2.61 -2.12 0.326
H -4.23 1.08 -3.19 0.432
H -6.00 0.08 -2.18 0.323
H -5.55 0.42 -0.53 0.308
H -2.08 2.20 1.13 0.469
H -3.77 2.79 0.49 0.423
N 4.46 0.79 -0.44 -0.437
C 5.11 0.57 0.73 -0.195
C 6.26 -0.19 0.85 -0.444
C 6.78 -0.78 -0.30 -0.107
C 6.13 -0.58 -1.52 -0.495
C 4.99 0.20 -1.54 -0.097
H 4.66 1.05 1.59 0.374
H 6.73 -0.33 1.81 0.352
H 7.67 -1.39 -0.25 0.367
H 6.51 -1.03 -2.43 0.351
H 4.46 0.39 -2.47 0.336
N 0.00 -1.58 2.04 -0.242
C -1.30 -1.91 2.18 0.241
C -1.78 -2.76 3.16 -0.910
C -0.87 -3.32 4.05 -0.187
C 0.48 -3.00 3.93 -0.611
C 0.86 -2.13 2.92 -0.304
H -1.97 -1.45 1.46 0.349
H -2.84 -2.99 3.22 0.380
H -1.21 -4.00 4.83 0.397
H 1.21 -3.42 4.61 0.373
H 1.90 -1.85 2.79 0.464
```

Results
molecular weight = 552.17 g mol⁻¹
electronic energy = -115459.5912 eV
net charge = +1
highest occupied orbital energy = -11.674 eV
Kohn-Sham gap = 6.967 eV
E_LUMO = -4.71 eV

[2]
The following is a DFT calculation (ωB97M-V with the def2-TZVPD basis set) of a molecular structure, C17H22ClN2O6PdS2.

The geometry in XYZ format:
```
51
Properties=species:S:1:pos:R:3:mulliken_charge:R:1
Pd 0.67 -0.03 -0.62 0.545
O -2.57 -4.35 1.37 -0.541
C -2.32 -3.50 2.34 0.464
O -2.88 -3.53 3.40 -0.565
C -1.28 -2.43 2.08 0.015
C -0.86 -1.51 3.03 0.093
Cl -1.37 -1.30 4.62 -0.083
N 0.07 -0.70 2.46 0.447
N 0.23 -1.05 1.18 -0.583
C -0.57 -2.08 0.92 0.218
C -0.56 -2.62 -0.49 1.201
O -1.13 -3.67 -0.73 -0.770
O 0.10 -1.93 -1.36 -0.366
C 0.91 0.31 3.03 0.731
C 1.15 1.48 2.32 -0.068
C 1.97 2.45 2.87 -0.746
C 2.55 2.25 4.11 -0.518
C 2.33 1.07 4.80 -0.779
C 1.51 0.09 4.26 -0.397
H -2.03 -4.18 0.55 0.448
H 0.72 1.65 1.34 0.284
H 2.16 3.36 2.32 0.404
H 3.18 3.02 4.54 0.405
H 2.79 0.90 5.76 0.388
H 1.35 -0.84 4.78 0.511
C 5.04 -1.24 -1.67 -1.062
S 3.34 -1.71 -1.43 0.598
C 2.86 -1.91 -3.13 -0.933
O 2.72 -0.38 -0.97 -0.668
H 5.07 -0.33 -2.27 0.329
H 5.57 -2.05 -2.16 0.432
H 5.46 -1.07 -0.68 0.365
H 3.43 -2.73 -3.55 0.424
H 3.05 -0.98 -3.68 0.294
H 1.80 -2.15 -3.12 0.277
C -4.52 1.24 -3.05 -1.127
C -3.69 1.00 -1.79 -0.529
S -1.95 0.78 -2.16 0.403
O -1.35 0.67 -0.74 -0.489
C -1.45 2.39 -2.77 -0.492
C -1.75 3.54 -1.82 -1.130
H -5.57 1.26 -2.77 0.374
H -4.39 0.43 -3.77 0.339
H -4.28 2.19 -3.52 0.295
H -3.95 0.06 -1.30 0.442
H -3.77 1.80 -1.06 0.358
H -1.93 2.51 -3.74 0.446
H -0.38 2.27 -2.96 0.391
H -2.81 3.78 -1.81 0.298
H -1.22 4.44 -2.15 0.398
H -1.43 3.30 -0.81 0.232
```

Results
molecular weight = 556.38 g mol⁻¹
electronic energy = -70916.5749 eV
net charge = +1
ΔE to the lowest compared entry with this formula, charge and spin = 9.2 kcal per mole
spin multiplicity = 3
highest occupied orbital energy (spin up / spin down) = -12.156 / -12.153 eV
Kohn-Sham gap (spin up / spin down) = 9.427 / 7.263 eV
E_LUMO (spin up / spin down) = -2.73 / -4.89 eV

[3]
The following is a DFT calculation (ωB97M-V with the def2-TZVPD basis set) of C17H22ClN3O2 in the gas phase.

The geometry in XYZ format:
```
45
Properties=species:S:1:pos:R:3:mulliken_charge:R:1
C 2.33 -2.62 4.71 -0.654
O 1.26 -1.71 4.64 -0.404
C 1.36 -0.75 3.62 -0.952
C 1.14 -1.31 2.20 0.642
C 2.44 -1.50 1.42 -0.762
C 2.16 -2.02 0.01 -0.856
N 1.32 -1.08 -0.69 0.053
C 1.18 -1.38 -2.11 -0.903
C 0.73 -0.14 -2.79 0.782
N -0.45 0.39 -2.75 -0.412
C -0.28 1.57 -3.42 0.292
C -1.38 2.56 -3.57 -0.865
C -2.30 2.47 -2.38 0.329
C -3.65 2.16 -2.53 -0.557
C -4.49 2.05 -1.43 -0.673
C -3.98 2.24 -0.16 -0.507
C -2.65 2.55 0.02 -0.664
C -1.82 2.67 -1.09 0.972
Cl -0.15 3.06 -0.84 -0.186
N 0.93 1.73 -3.87 -0.555
O 1.60 0.62 -3.47 -0.146
C 0.03 -0.95 -0.03 -0.662
C 0.23 -0.39 1.38 -1.038
H 2.33 -3.32 3.86 0.231
H 2.19 -3.19 5.63 0.242
H 3.30 -2.10 4.74 0.316
H 0.58 -0.03 3.85 0.349
H 2.34 -0.24 3.67 0.405
H 0.63 -2.28 2.30 0.181
H 2.95 -0.53 1.34 0.334
H 3.11 -2.19 1.93 0.388
H 3.11 -2.12 -0.53 0.480
H 1.69 -3.02 0.07 0.341
H 2.16 -1.65 -2.51 0.415
H 0.46 -2.19 -2.30 0.368
H -1.94 2.34 -4.48 0.380
H -0.94 3.55 -3.66 0.291
H -4.04 2.00 -3.52 0.342
H -5.53 1.81 -1.58 0.382
H -4.63 2.15 0.70 0.388
H -2.24 2.70 1.01 0.455
H -0.60 -0.29 -0.61 0.426
H -0.47 -1.94 0.04 0.267
H -0.74 -0.28 1.86 0.455
H 0.70 0.60 1.29 0.291
```

Results
structure (SMILES) = COCC1CCN(Cc2nc(Cc3ccccc3Cl)no2)CC1
molecular weight = 335.83 g mol⁻¹
electronic energy = -39072.7126 eV
ΔE to the lowest compared entry with this formula, charge and spin = 52.7 kcal per mole
highest occupied orbital energy = -8.957 eV
Kohn-Sham gap = 9.814 eV
E_LUMO = 0.86 eV

[4]
The following is a DFT calculation (ωB97M-V with the def2-TZVPD basis set) of C17H22ClN3O2S in the gas phase.

The geometry in XYZ format:
```
46
Properties=species:S:1:pos:R:3:mulliken_charge:R:1
C -2.58 1.03 1.97 -1.455
C -1.63 2.16 2.20 0.083
C -2.04 3.45 2.52 0.712
Cl -3.73 3.80 2.67 -0.247
C -1.14 4.48 2.71 -0.688
C 0.22 4.24 2.60 -0.551
C 0.67 2.96 2.30 -0.120
C -0.25 1.93 2.10 -0.048
N 0.18 0.63 1.85 0.051
C 1.29 0.15 1.21 0.070
S 1.87 -1.31 1.76 -0.359
N 1.87 0.84 0.19 -0.002
C 2.78 0.11 -0.67 -1.106
C 1.99 -0.48 -1.87 -0.500
N 0.58 -0.37 -1.61 0.164
C -0.20 -1.32 -1.04 0.387
O -1.29 -1.04 -0.56 -0.723
C 0.34 -2.75 -1.05 0.459
C -0.76 -3.75 -0.73 -0.906
C -1.31 -4.06 -2.12 -0.558
C -0.04 -4.02 -2.97 -0.586
O 0.84 -3.10 -2.34 -0.540
C 0.15 1.01 -1.54 -1.037
C 1.11 1.79 -0.61 -0.325
H -3.58 1.41 1.75 0.494
H -2.65 0.40 2.86 0.356
H -2.25 0.40 1.14 0.122
H -1.50 5.47 2.95 0.434
H 0.92 5.03 2.76 0.411
H 1.72 2.75 2.24 0.487
H -0.27 -0.09 2.40 0.357
H 3.25 -0.68 -0.08 0.494
H 3.56 0.80 -1.01 0.373
H 2.21 0.08 -2.78 0.402
H 2.26 -1.52 -2.05 0.293
H 1.17 -2.80 -0.33 0.319
H -1.51 -3.31 -0.07 0.322
H -0.34 -4.64 -0.27 0.378
H -1.82 -5.02 -2.18 0.442
H -2.00 -3.27 -2.43 0.209
H -0.21 -3.69 -3.99 0.312
H 0.45 -5.01 -2.99 0.297
H 0.14 1.45 -2.54 0.366
H -0.87 1.02 -1.13 0.410
H 0.57 2.49 0.01 0.141
H 1.85 2.35 -1.20 0.406
```

Results
structure (SMILES) = Cc1c(Cl)cccc1NC(=S)N1CCN(C(=O)[C@H]2CCCO2)CC1
molecular weight = 367.90 g mol⁻¹
electronic energy = -49909.6702 eV
ΔE to the lowest compared entry with this formula, charge and spin = 3.5 kcal per mole
highest occupied orbital energy = -8.116 eV
Kohn-Sham gap = 8.770 eV
E_LUMO = 0.65 eV

[5]
The following is a DFT calculation (ωB97M-V with the def2-TZVPD basis set) of a molecular structure, C17H22ClNO3.

The geometry in XYZ format:
```
44
Properties=species:S:1:pos:R:3:mulliken_charge:R:1
C -3.80 -3.11 -0.71 -0.916
C -2.65 -3.75 0.10 -0.349
H -2.58 -4.73 -0.08 0.542
H -2.97 -3.57 1.13 0.297
O -1.47 -3.43 -0.35 -0.446
C -1.21 -2.17 0.43 0.376
O -1.91 -1.62 1.36 -0.630
N 0.04 -1.66 -0.18 0.080
H 0.41 -2.17 -0.91 0.323
C 0.63 -0.42 0.25 0.264
C 2.02 -0.26 0.52 0.331
C 2.82 -0.82 -0.60 -0.973
C 4.31 -1.17 -0.38 0.282
C 4.85 -0.52 1.00 -0.308
C 3.97 -0.18 1.83 -0.439
C 2.54 -0.12 1.86 -1.106
H 2.00 0.10 2.57 0.912
H 4.35 0.08 2.99 0.079
H 6.00 -0.57 1.06 0.285
Cl 5.31 -1.50 -1.40 -0.242
H 2.50 -1.21 -1.55 0.273
H -0.03 0.03 1.33 0.310
C 0.27 0.75 -0.82 0.702
C -1.31 0.75 -0.87 0.103
O -1.76 0.30 -2.22 -0.722
C -2.01 1.43 -0.03 -0.639
H -2.97 1.60 -0.54 0.549
C -1.41 2.66 0.78 -0.066
C -0.96 3.60 0.08 -1.072
C 0.10 3.12 -1.06 -1.266
C 0.97 2.11 -0.73 -0.524
H 1.85 1.98 -1.38 0.415
H 1.27 2.19 0.39 0.212
H -0.54 2.71 -2.03 0.324
H 0.65 3.93 -1.45 0.604
H -1.65 4.40 -0.44 0.260
H -0.31 4.32 0.46 0.410
H -2.20 2.92 1.76 0.256
H -0.67 2.11 1.45 0.190
H -2.55 0.73 0.74 0.145
H 0.72 0.12 -1.65 0.397
H -4.01 -1.96 -0.39 0.182
H -3.71 -3.34 -1.81 0.274
H -4.88 -3.66 -0.54 0.323
```

Results
molecular weight = 323.82 g mol⁻¹
electronic energy = -38126.7471 eV
ΔE to the lowest compared entry with this formula, charge and spin = 365.6 kcal per mole
highest occupied orbital energy = -8.498 eV
Kohn-Sham gap = 8.469 eV
E_LUMO = -0.03 eV

The lowest molecular weight belongs to which entry?
C17H22ClNO3

Which value of electronic energy does entry 3 give?
-39072.7126 eV

The highest molecular weight belongs to which entry?
C17H22ClN2O6PdS2